Computed, not measured: 7 unconnected molecules or ions with the total composition C29H72N4O7 at a distorted geometry, with wB97M-V/def2-TZVPD.

## Properties
* maximum force: 3.631 eV Å⁻¹
* SMILES: CC1(C)CCCC(C)(C)N1O.CC1(C)CCCC(C)(C)N1O.COC[C@H](C)N.COC[C@H](C)N.CO.CO.CO
* charge: 0
* ΔE to the lowest compared entry with this formula, charge and spin: 76.1 kcal per mole
* orbital gap: 0.292 Eh

CARTESIAN COORDINATES (ANGSTROEM)
C  4.464  -3.579  6.999
C  3.183  -3.180  6.274
C  2.161  -2.929  7.428
C  3.439  -1.834  5.607
C  4.332  -1.846  4.259
C  3.665  -2.957  3.370
C  3.266  -4.381  3.963
C  2.135  -4.961  3.005
C  4.402  -5.418  3.871
N  2.763  -4.237  5.323
O  2.306  -5.386  5.937
H  4.308  -4.404  7.694
H  5.247  -3.853  6.293
H  4.918  -2.792  7.602
H  1.200  -2.553  7.080
H  1.843  -3.822  7.967
H  2.558  -2.300  8.225
H  2.434  -1.460  5.414
H  4.082  -1.158  6.172
H  4.281  -0.911  3.700
H  5.375  -2.032  4.513
H  4.487  -3.161  2.684
H  2.871  -2.466  2.808
H  2.487  -4.888  1.976
H  1.377  -4.178  3.029
H  1.629  -5.886  3.281
H  4.120  -6.434  4.149
H  5.264  -5.177  4.493
H  4.820  -5.372  2.866
H  1.408  -5.551  5.642
C  -1.800  5.720  -0.496
C  -3.071  6.683  -0.560
C  -3.292  7.360  0.845
C  -2.860  7.903  -1.474
C  -2.856  7.520  -2.916
C  -4.216  6.846  -3.247
C  -4.696  5.677  -2.380
C  -6.196  5.544  -2.584
C  -3.983  4.351  -2.916
N  -4.340  5.983  -0.988
O  -4.654  4.990  -0.074
H  -1.221  5.779  -1.418
H  -1.148  6.115  0.284
H  -2.064  4.690  -0.257
H  -3.169  6.677  1.685
H  -2.588  8.159  1.076
H  -4.287  7.805  0.811
H  -3.654  8.643  -1.368
H  -1.966  8.483  -1.242
H  -2.633  8.429  -3.474
H  -2.012  6.847  -3.067
H  -4.048  6.573  -4.289
H  -4.952  7.638  -3.107
H  -6.434  4.607  -2.081
H  -6.464  5.287  -3.609
H  -6.819  6.374  -2.251
H  -4.082  3.584  -2.148
H  -2.905  4.487  -3.010
H  -4.466  3.994  -3.826
H  -5.562  5.149  0.194
C  -2.049  -8.699  -5.357
O  -1.899  -8.304  -4.026
C  -3.127  -8.061  -3.351
C  -2.705  -7.857  -1.828
C  -1.949  -9.177  -1.350
N  -3.846  -7.459  -1.078
H  -1.165  -8.821  -5.984
H  -2.604  -7.952  -5.924
H  -2.540  -9.667  -5.452
H  -3.584  -7.179  -3.799
H  -3.799  -8.910  -3.476
H  -2.071  -6.974  -1.907
H  -2.685  -9.980  -1.336
H  -1.578  -9.059  -0.332
H  -1.123  -9.507  -1.981
H  -4.369  -6.797  -1.634
H  -3.740  -7.003  -0.183
C  5.647  3.451  -0.801
O  5.908  4.549  0.017
C  5.503  5.814  -0.640
C  5.513  6.997  0.415
C  4.931  8.310  -0.165
N  6.884  7.193  0.903
H  6.000  2.541  -0.315
H  6.149  3.534  -1.765
H  4.575  3.398  -0.986
H  6.172  6.090  -1.455
H  4.456  5.713  -0.926
H  4.971  6.495  1.216
H  4.796  8.976  0.688
H  3.904  8.360  -0.525
H  5.559  8.690  -0.970
H  7.477  7.651  0.225
H  7.381  6.353  1.165
C  -5.500  -2.128  -1.197
O  -6.422  -3.161  -1.587
H  -4.843  -2.613  -0.475
H  -4.915  -1.740  -2.031
H  -6.127  -1.369  -0.730
H  -6.844  -2.926  -2.417
C  0.107  -0.294  -1.475
O  -0.293  -1.578  -1.101
H  -0.819  0.280  -1.444
H  0.864  0.005  -0.750
H  0.583  -0.117  -2.440
H  -0.185  -2.134  -1.877
C  -0.913  -3.657  -5.735
O  -0.218  -4.451  -4.832
H  -1.836  -3.208  -5.369
H  -0.233  -2.864  -6.046
H  -1.091  -4.270  -6.619
H  -0.692  -5.274  -4.695

Results of the Löwdin charge analysis, in e, for atoms 1 through 2: -0.053, -0.499